Entry 1:
Entry from OMol25: a molecular structure, C29H40IrN5O3S2 (wB97M-V/def2-TZVPD).

Summary:
Total charge = +3
Expectation value of S² = 0.756
2S+1 = 2
E_HOMO (alpha / beta) = -15.711 / -16.066 eV

Each line ends with the Löwdin charge.
Atoms and positions in Å:
Ir: 0.5490 2.7227 0.8362  0.970
C: 4.0087 3.4031 12.5425  0.043
O: 3.5023 2.1281 12.0467  0.042
C: 3.5377 1.8022 10.8070  -0.204
C: 4.0909 2.6443 9.7785  0.052
C: 4.0996 2.2076 8.5041  0.065
C: 3.5582 0.9076 8.1718  -0.231
C: 3.0237 0.0718 9.2265  0.060
C: 3.0043 0.5095 10.4987  0.061
N: 3.5653 0.3902 6.9773  0.145
N: 4.1218 0.9036 5.9550  0.146
C: 3.6443 1.3183 4.8388  -0.155
C: 4.6489 1.6698 3.8334  0.065
C: 4.3326 2.1262 2.6128  0.061
C: 2.9478 2.2471 2.2470  -0.272
O: 2.5801 2.6757 1.1358  -0.103
C: 1.9111 1.8189 3.1926  -0.121
N: 0.6509 1.8739 2.6954  -0.052
C: -0.3540 1.5282 3.5030  -0.061
C: -0.1383 1.0968 4.8032  0.025
C: 1.1478 1.0193 5.3029  0.055
C: 2.2122 1.3944 4.4807  -0.037
H: 3.7681 3.3999 13.5984  0.115
H: 3.4997 4.2203 12.0373  0.111
H: 5.0859 3.4390 12.3965  0.117
H: 4.5210 3.6005 10.0370  0.130
H: 4.5443 2.8103 7.7220  0.134
H: 2.6527 -0.9090 8.9586  0.141
H: 2.6192 -0.0866 11.3145  0.148
H: 5.6819 1.5502 4.1340  0.142
H: 5.0795 2.3978 1.8794  0.148
H: -1.3497 1.6028 3.0928  0.107
H: -0.9866 0.8200 5.4130  0.135
H: 1.3123 0.6696 6.3108  0.115
O: -1.5169 2.5379 0.5830  -0.752
S: -1.9134 1.0347 0.3694  1.013
C: -3.7290 1.0945 0.3731  -0.276
C: -4.1817 0.5161 -0.9660  -0.201
C: -3.1770 1.0147 -2.0009  -0.204
C: -1.8033 0.7159 -1.4118  -0.291
H: -3.9497 2.1604 0.4626  0.106
H: -4.1034 0.5731 1.2512  0.102
H: -5.2022 0.8291 -1.1818  0.134
H: -4.1771 -0.5747 -0.9295  0.129
H: -3.2917 2.0874 -2.1641  0.096
H: -3.2954 0.5205 -2.9636  0.134
H: -0.9760 1.3217 -1.7834  0.093
H: -1.5359 -0.3385 -1.5054  0.110
C: -0.3679 4.0215 -5.2069  -0.106
C: 0.9893 4.7205 -5.2738  -0.238
C: 1.0464 6.1222 -4.6655  -0.187
C: 1.0200 6.1867 -3.1447  -0.174
N: -0.2929 5.7638 -2.6269  0.046
C: -0.5658 4.9903 -1.6007  -0.679
S: 0.7689 4.5565 -0.5326  0.691
N: -1.8096 4.5876 -1.3753  0.037
C: -2.9690 5.0110 -2.1661  -0.177
C: -3.4548 6.4206 -1.8475  -0.201
C: -4.6157 6.8292 -2.7496  -0.264
C: -5.1193 8.2326 -2.4408  -0.098
H: -0.3769 3.1426 -5.8507  0.079
H: -1.1679 4.6811 -5.5547  0.078
H: -0.6151 3.6808 -4.1979  0.045
H: 1.2804 4.8069 -6.3213  0.115
H: 1.7527 4.0932 -4.8035  0.113
H: 0.2403 6.7454 -5.0698  0.122
H: 1.9740 6.6065 -4.9753  0.124
H: 1.2056 7.2052 -2.8013  0.133
H: 1.7840 5.5403 -2.7174  0.086
H: -1.0808 6.0755 -3.1793  0.134
H: -1.9525 4.0854 -0.5101  0.084
H: -3.7656 4.2943 -1.9659  0.120
H: -2.7288 4.8995 -3.2279  0.120
H: -2.6364 7.1408 -1.9508  0.116
H: -3.7616 6.4627 -0.7987  0.125
H: -5.4320 6.1093 -2.6370  0.115
H: -4.2993 6.7709 -3.7958  0.114
H: -5.4665 8.3073 -1.4092  0.079
H: -5.9495 8.5024 -3.0909  0.081
H: -4.3314 8.9737 -2.5838  0.079

Forces on atoms 1 to 6 (eV/Å):
-0.3 0.6 -0.7
0.0 0.0 0.0
0.0 0.0 0.0
0.0 0.0 0.1
0.0 0.0 -0.1
0.0 0.1 0.0

Entry 2:
Entry from OMol25: a molecular structure, C29H40N2OP2SY at a distorted geometry (wB97M-V/def2-TZVPD).

Summary:
Expectation value of S² = 0.773
2S+1 = 2
E_HOMO (alpha / beta) = -4.002 / -7.136 eV

Each line ends with the Löwdin charge.
Atoms and positions in Å:
Y: -0.5455 -0.5962 0.7278  1.051
C: -3.6346 -2.6123 -1.7500  -0.111
C: -2.2220 -3.1955 -1.8019  -0.584
C: -1.9863 -4.1942 -0.6648  -0.114
P: -1.0113 -1.8658 -1.6666  0.983
C: -1.2786 -0.6493 -3.0180  -0.536
C: -0.4185 0.6221 -2.8985  -0.099
C: -1.0840 -1.3094 -4.3859  -0.111
C: 0.6365 -2.5576 -1.8729  -0.312
C: 0.8625 -3.7693 -2.5209  -0.114
C: 2.1431 -4.2968 -2.5789  -0.102
C: 3.2321 -3.6659 -1.9643  -0.077
C: 3.0356 -2.4734 -1.2809  -0.043
C: 1.7481 -1.8684 -1.2534  -0.300
N: 1.5318 -0.6501 -0.5973  -0.107
C: 2.3958 0.4032 -0.7532  -0.301
C: 3.3809 0.4467 -1.7919  -0.049
C: 4.2702 1.4990 -1.8618  -0.089
C: 4.1833 2.5485 -0.9490  -0.111
C: 3.2024 2.5890 0.0309  -0.123
C: 2.2691 1.5633 0.1179  -0.301
P: 0.9507 1.6803 1.3343  0.990
C: 1.6868 1.3805 2.9966  -0.553
C: 2.5378 2.5452 3.5063  -0.119
C: 2.4956 0.0530 3.0031  -0.115
C: 0.0596 3.2609 1.3155  -0.542
C: 0.9058 4.5178 1.1065  -0.125
C: -1.0863 3.2195 0.2779  -0.122
H: -4.3576 -3.4195 -1.6311  0.080
H: -3.8678 -2.0608 -2.6689  0.073
H: -3.7656 -1.9431 -0.8821  0.079
H: -2.0979 -3.7098 -2.7801  0.105
H: -2.1397 -3.7180 0.3135  0.074
H: -0.9817 -4.6511 -0.6725  0.073
H: -2.7479 -4.9914 -0.7759  0.090
H: -2.3275 -0.3411 -2.9342  0.104
H: 0.6390 0.3978 -3.1099  0.080
H: -0.4807 1.0760 -1.8983  0.048
H: -0.7506 1.3469 -3.6489  0.086
H: -0.0297 -1.6075 -4.5275  0.084
H: -1.3654 -0.5740 -5.1482  0.080
H: -1.7188 -2.2018 -4.5296  0.073
H: 0.0325 -4.2804 -3.0320  0.109
H: 2.3082 -5.2264 -3.1382  0.104
H: 4.2408 -4.0804 -2.0734  0.109
H: 3.8750 -1.9142 -0.8432  0.120
H: 3.4348 -0.4036 -2.4811  0.107
H: 5.0800 1.4824 -2.5929  0.107
H: 4.8989 3.3652 -1.0168  0.097
H: 3.2228 3.3925 0.7801  0.087
H: 0.8130 1.2438 3.6502  0.088
H: 3.4418 2.6728 2.8607  0.080
H: 2.8885 2.2902 4.5399  0.091
H: 1.9863 3.4971 3.5543  0.061
H: 3.4066 0.1611 2.4089  0.077
H: 1.8899 -0.7736 2.5950  0.035
H: 2.7795 -0.1854 4.0473  0.090
H: -0.4116 3.2838 2.3222  0.126
H: 1.3054 4.5584 0.0818  0.080
H: 1.7581 4.5917 1.8165  0.059
H: 0.2431 5.3863 1.2703  0.085
H: -0.6949 3.3028 -0.7519  0.079
H: -1.7250 4.0988 0.4594  0.085
H: -1.6985 2.3147 0.3567  0.035
O: -2.5572 0.1560 0.9024  -0.394
N: -3.1902 0.2926 2.1061  -0.223
C: -4.3921 0.9796 2.1234  -0.080
C: -5.0668 1.1366 3.3035  -0.116
C: -4.4890 0.6227 4.4907  -0.155
C: -3.2881 -0.0657 4.4832  -0.152
C: -2.6208 -0.2631 3.2548  -0.665
S: -1.1241 -1.2166 3.2519  0.491
H: -4.7422 1.3676 1.1618  0.114
H: -6.0238 1.6590 3.3486  0.097
H: -5.0061 0.7832 5.4482  0.088
H: -2.8434 -0.4563 5.3992  0.094

Forces on atoms 1 to 6 (eV/Å):
-0.3 0.1 0.9
-0.1 0.3 0.2
0.0 -0.6 -0.8
-0.3 -0.5 0.0
0.3 0.8 0.2
-0.1 -0.2 -0.5

Relative energy (zero: lowest compared OMol25 entry of this formula, charge and spin)? In order: 0.515; 0.000 eV.